# C32H45AsCoN5O5PTe

A molecular structure, C32H45AsCoN5O5PTe at a distorted geometry (ωB97M-V with the def2-TZVPD basis set, the Open Molecules 2025 dataset).

Structure (XYZ):
```
91
Properties=species:S:1:pos:R:3:forces:R:3
Te 0.664137 -0.690090 -3.077847 0.0 -0.1 -0.7
As -0.740763 2.080410 0.953653 -0.5 1.1 0.5
Co 1.003437 -0.477890 -0.433047 0.3 0.4 1.0
P -1.324363 -1.377090 -1.855647 -1.8 -0.6 1.1
O 0.610237 1.200310 0.454953 0.7 -0.5 -0.2
O -1.225263 -0.721190 -0.520247 0.5 0.1 -0.6
O 2.220737 -2.761690 -1.208347 0.3 -0.1 -0.6
O -2.710263 -1.013590 -2.498247 0.9 -0.1 0.2
O -1.296063 -2.954290 -1.606547 0.4 0.9 -0.2
N 5.938737 0.265410 0.004053 0.6 0.1 0.1
N -1.092463 -2.531890 1.879953 0.1 -0.2 -0.3
N -0.054063 -4.392490 0.865953 0.0 0.2 0.0
N 3.451037 -0.114290 -0.321847 -0.6 -0.1 -0.1
N 0.735637 -2.356290 0.422353 0.3 0.5 -0.1
C 1.431537 -3.191090 -0.379747 -0.3 -0.1 0.6
C 0.746737 5.374110 3.979253 0.0 0.0 0.0
C 1.257637 3.658610 2.379653 0.0 -0.3 -0.1
C -2.175463 5.113410 -2.311947 -0.1 0.0 -0.1
C 3.712737 1.275510 0.059353 -0.1 0.3 0.2
C -0.889463 -5.449990 1.384253 -0.3 -0.2 0.3
C -0.427563 3.921210 -1.191347 0.2 -0.2 0.0
C -1.389963 3.213110 -0.481247 0.1 -0.6 0.4
C 3.977537 -0.992590 0.729953 0.0 -0.2 0.2
C -2.036463 0.853210 3.197053 0.2 0.2 0.1
C -4.124763 -0.289690 1.771653 0.0 0.1 -0.1
C 5.701437 -0.387990 -1.306447 0.0 -0.4 -0.8
C 5.230937 1.566010 0.036653 -0.4 0.8 0.0
C -0.608063 5.111910 3.841153 0.0 0.0 -0.1
C -3.008263 0.122010 3.863553 0.0 -0.1 0.0
C -3.173063 0.463810 1.101353 -0.1 0.0 -0.1
C 1.678437 4.647810 3.253653 0.0 0.0 0.0
C -0.192063 -3.087590 1.084053 0.1 -0.1 0.2
C -3.129963 4.410710 -1.595047 -0.1 0.0 0.1
C 5.423237 -0.591090 1.097253 -0.3 -0.6 0.7
C -0.823963 4.876210 -2.110747 0.1 -0.1 0.1
C -0.096463 3.385610 2.255053 -0.3 -0.5 -0.3
C -3.072963 -0.900490 -3.893947 -0.5 0.1 -0.8
C -4.045463 -0.456290 3.147053 0.0 0.0 0.0
C -1.493763 -3.883990 -2.691747 -0.2 -0.6 -0.6
C 1.035337 -4.613790 -0.057447 0.3 -0.1 -0.2
C -2.823263 -4.601190 -2.556247 0.3 0.3 0.1
C -4.588063 -0.921290 -3.986347 0.3 0.0 0.1
C -1.035263 4.119710 2.974353 -0.1 -0.2 -0.1
C -2.742063 3.462710 -0.659547 -0.1 -0.1 0.0
C -2.125163 1.026510 1.819153 0.5 0.3 -0.3
C 4.179537 -0.389090 -1.568247 0.0 -0.2 -0.2
H 3.868937 -1.359990 -1.957947 0.1 0.1 0.1
H 0.728337 -5.165990 -0.948847 0.0 0.0 0.1
H 6.236937 0.164610 -2.080447 0.0 0.0 0.1
H 1.967137 3.090110 1.788153 0.0 0.1 0.1
H 2.731337 4.858610 3.364853 0.1 0.0 0.0
H -4.802063 -1.026590 3.664353 -0.1 0.0 0.0
H 3.298537 1.427810 1.058653 0.0 0.1 -0.2
H 6.107137 -1.401290 -1.272647 0.0 0.1 0.1
H -1.222763 1.315910 3.748753 -0.1 -0.1 0.0
H 3.943637 -2.016690 0.358953 0.0 0.1 0.0
H -2.965663 0.017210 4.937953 0.0 0.0 0.0
H 5.522037 2.141110 -0.845247 0.1 -0.1 0.1
H -3.016363 -5.182990 -3.451947 0.0 -0.1 -0.1
H 3.914437 0.380110 -2.297447 0.0 0.0 0.1
H -0.659163 -4.588290 -2.653247 -0.1 0.1 0.0
H -4.942963 -0.726690 1.218853 -0.1 0.0 0.0
H -5.020463 -0.110090 -3.405447 0.0 0.1 0.0
H 3.196337 1.938710 -0.637647 0.0 0.0 0.2
H -2.638263 -1.726590 -4.464047 0.0 0.1 0.1
H -0.085363 5.449010 -2.650247 0.1 0.0 -0.1
H -2.816363 -5.275390 -1.705447 0.0 -0.1 0.1
H -4.990963 -1.862790 -3.619247 0.0 -0.1 0.0
H 6.055937 -1.473990 1.210053 0.1 0.2 -0.1
H -0.734563 -5.584190 2.456453 0.0 -0.1 0.0
H 5.462837 -0.020890 2.029253 0.1 0.0 -0.2
H -2.668563 0.041610 -4.279847 0.0 -0.1 0.1
H 0.624537 3.724910 -1.003347 0.0 0.1 -0.1
H -1.851563 -3.075790 2.256153 0.0 0.0 0.1
H -3.482763 2.936710 -0.068847 0.0 0.1 -0.1
H -3.627563 -3.883390 -2.422547 -0.1 0.1 0.0
H 1.867437 -5.155790 0.407553 -0.1 0.1 -0.1
H -2.484763 5.863910 -3.022747 0.0 0.1 -0.1
H -1.429163 -3.353890 -3.646747 0.0 0.0 0.0
H -2.094563 3.915410 2.854053 0.0 0.1 0.1
H -4.178863 4.613010 -1.744447 -0.1 0.0 0.0
H 5.532737 2.120610 0.926753 0.1 -0.1 -0.1
H -4.882363 -0.800290 -5.026247 0.0 0.0 -0.1
H -0.637963 -6.378390 0.875753 0.0 0.0 0.0
H -1.223263 -1.535190 1.787053 -0.1 0.1 0.1
H -3.239163 0.595310 0.028253 0.0 0.0 0.1
H -1.942463 -5.232990 1.199253 0.0 0.0 0.0
H 1.076437 6.155510 4.646253 0.0 0.0 0.1
H -1.329463 5.687410 4.400153 -0.1 0.0 0.0
H 6.944037 0.418410 0.134953 -0.2 0.0 0.0
H 3.334337 -0.919190 1.608653 0.1 0.0 0.0
```
Forces are in eV/Å.

Properties
Energy relative to the best compared isomer or geometry (same formula, charge and spin) ... 21.4 kcal/mol
Charge ... +3
HOMO-LUMO gap (alpha / beta) ... 8.38 / 5.11 eV
Strongest force on any atom ... 0.0430 Eh/bohr
Multiplicity ... 5

Results of the Mulliken charge analysis, in e, for atoms 1 through 4:
1. Te -0.0253
2. As 0.7431
3. Co 0.9420
4. P 0.7804